No. 1
Density functional theory data (ωB97M-V/def2-TZVPD) for the molecule C5H12O.

Atoms and positions in Å:
C: -0.31 2.64 -0.40
C: -0.35 1.19 -0.83
O: 0.37 0.43 0.12
C: 0.18 -0.97 -0.01
C: 1.51 -1.63 0.30
C: -0.95 -1.43 0.91
H: 0.73 2.95 -0.23
H: -0.86 2.78 0.53
H: -0.75 3.29 -1.17
H: -1.39 0.85 -0.90
H: 0.09 1.07 -1.83
H: -0.10 -1.19 -1.06
H: 1.47 -2.71 0.10
H: 1.77 -1.48 1.35
H: 2.29 -1.19 -0.32
H: -1.80 -0.74 0.83
H: -0.61 -1.43 1.95
H: -1.30 -2.43 0.66

Results
Spin multiplicity: 1
SMILES: CCOC(C)C
Net charge: 0
HOMO: -9.62 eV



No. 2
Density functional theory data (ωB97M-V/def2-TZVPD) for the molecule C5H12O.

Atoms and positions in Å:
C: 2.04 -0.37 -0.41
O: 1.13 -0.01 0.60
C: -0.25 0.09 0.23
C: -0.45 1.11 -0.90
C: -0.80 -1.29 -0.17
C: -0.93 0.58 1.50
H: 2.07 0.36 -1.22
H: 1.82 -1.36 -0.84
H: 3.02 -0.41 0.05
H: -0.02 0.77 -1.85
H: -1.52 1.27 -1.06
H: 0.01 2.06 -0.63
H: -0.38 -1.65 -1.11
H: -0.58 -2.02 0.62
H: -1.89 -1.24 -0.29
H: -0.88 -0.19 2.29
H: -0.42 1.48 1.87
H: -1.98 0.82 1.32

Results
Spin multiplicity: 1
SMILES: COC(C)(C)C
Net charge: 0
HOMO: -9.69 eV



No. 3
Density functional theory data (ωB97M-V/def2-TZVPD) for a structure of composition C5H12O.

Atoms and positions in Å:
C: 2.38 -0.39 -0.60
C: 1.44 -0.92 0.48
C: 0.26 0.00 0.64
O: -0.84 -0.60 1.19
C: -1.93 0.12 1.15
C: -1.70 0.76 -1.09
H: 3.25 -1.04 -0.74
H: 2.75 0.61 -0.35
H: 1.85 -0.32 -1.56
H: 2.00 -1.06 1.42
H: 1.07 -1.92 0.20
H: 0.49 0.97 1.11
H: -0.57 0.44 -0.43
H: -1.87 1.17 1.44
H: -2.84 -0.43 1.35
H: -2.25 1.67 -0.85
H: -2.39 -0.04 -1.35
H: -1.11 0.97 -2.00

Results
Spin multiplicity: 1
Net charge: 0
HOMO: -7.57 eV



No. 4
Density functional theory data (ωB97M-V/def2-TZVPD) for a cluster of 2 separate species, C5H12O in total.

Atoms and positions in Å:
C: 0.98 0.08 1.16
C: 0.95 -0.60 2.34
C: 0.00 0.00 0.00
C: 2.03 -0.46 3.38
C: -0.18 -1.52 2.77
H: 1.80 0.80 1.04
H: -0.44 0.95 -0.33
H: -0.81 -0.69 0.29
H: 0.55 -0.44 -0.85
H: 2.12 -1.40 3.94
H: 1.72 0.34 4.07
H: 3.01 -0.20 2.96
H: 0.29 -2.50 2.97
H: -1.03 -1.67 2.08
H: -0.56 -1.12 3.72
O: -0.22 2.38 3.88
H: 0.77 2.39 3.91
H: -0.44 2.59 2.95

Results
Spin multiplicity: 1
SMILES: CC=C(C)C.O
Net charge: 0
HOMO: -8.75 eV



No. 5
Density functional theory data (ωB97M-V/def2-TZVPD) for the molecule C5H12O.

Atoms and positions in Å:
C: 0.47 1.37 2.07
C: 0.56 0.65 0.73
C: -0.82 0.22 0.19
C: -0.89 -0.06 -1.33
O: -0.82 -1.41 -1.71
C: 0.36 -2.03 -1.26
H: -0.21 2.23 2.00
H: 1.45 1.75 2.38
H: 0.10 0.72 2.87
H: 1.24 -0.21 0.83
H: 1.03 1.32 -0.01
H: -1.17 -0.67 0.75
H: -1.54 1.01 0.42
H: -1.84 0.29 -1.74
H: -0.09 0.51 -1.84
H: 0.34 -3.07 -1.59
H: 0.42 -2.01 -0.17
H: 1.26 -1.54 -1.67

Results
Spin multiplicity: 1
SMILES: CCCCOC
Net charge: 0
HOMO: -9.72 eV



No. 6
Density functional theory data (ωB97M-V/def2-TZVPD) for a cluster of 2 separate species, C5H12O in total.

Atoms and positions in Å:
C: 1.47 -1.06 -0.24
C: 0.35 -0.17 -0.70
C: -0.78 0.00 -0.01
C: -2.00 0.73 -0.36
C: 0.61 0.67 -1.94
H: 1.02 -1.93 0.23
H: 2.02 -1.57 -1.10
H: 2.11 -0.60 0.53
H: -1.01 -0.72 0.77
H: -2.75 0.01 -0.80
H: -1.84 1.71 -0.96
H: -2.48 1.03 0.59
H: 1.26 1.46 -1.62
H: 1.02 -0.01 -2.70
H: -0.27 1.11 -2.40
H: 0.47 0.68 2.42
H: 0.51 -0.20 3.56
O: 0.27 -0.26 2.62

Results
Spin multiplicity: 1
SMILES: CC=C(C)C.O
Net charge: 0
HOMO: -8.50 eV



No. 7
Density functional theory data (ωB97M-V/def2-TZVPD) for the molecule C5H12O.

Atoms and positions in Å:
C: 0.58 -1.06 -2.57
C: 0.48 0.07 -1.54
C: 0.32 -0.45 -0.11
C: 0.28 0.69 0.90
O: 0.03 0.20 2.21
C: -1.21 0.60 2.72
H: 1.45 -1.69 -2.36
H: 0.69 -0.66 -3.58
H: -0.31 -1.69 -2.54
H: -0.38 0.72 -1.79
H: 1.37 0.71 -1.60
H: -0.60 -1.04 -0.03
H: 1.15 -1.12 0.14
H: 1.25 1.21 0.92
H: -0.48 1.42 0.61
H: -1.32 0.13 3.70
H: -2.04 0.27 2.08
H: -1.27 1.69 2.84

Results
Spin multiplicity: 1
SMILES: CCCCOC
Net charge: 0
HOMO: -9.61 eV



No. 8
Density functional theory data (ωB97M-V/def2-TZVPD) for a structure of composition C5H12O.

Atoms and positions in Å:
C: -2.71 0.29 -0.18
C: -1.44 -0.43 0.26
C: -0.21 -0.01 -0.55
C: 1.07 -0.66 -0.05
C: 2.34 -0.12 -0.38
O: 2.65 0.58 1.28
H: -2.89 0.15 -1.26
H: -3.59 -0.08 0.35
H: -2.64 1.37 0.00
H: -1.57 -1.51 0.16
H: -1.25 -0.24 1.32
H: -0.39 -0.24 -1.61
H: -0.10 1.09 -0.50
H: 1.60 -0.03 1.16
H: 1.04 -1.75 0.08
H: 2.41 0.79 -0.97
H: 3.22 -0.75 -0.41
H: 2.46 1.53 1.29

Results
Spin multiplicity: 1
Net charge: 0
HOMO: -8.17 eV



No. 9
Density functional theory data (ωB97M-V/def2-TZVPD) for the molecule C5H12O.

Atoms and positions in Å:
C: 0.27 -1.58 1.15
C: 0.50 -0.42 0.19
C: 0.46 -0.91 -1.26
C: -0.52 0.71 0.45
C: -0.07 2.09 -0.06
O: -1.81 0.36 -0.05
H: 0.46 -1.29 2.18
H: -0.77 -1.93 1.07
H: 0.93 -2.43 0.91
H: 1.50 0.00 0.38
H: 0.53 -0.09 -1.99
H: 1.29 -1.60 -1.46
H: -0.47 -1.46 -1.45
H: -0.68 0.77 1.53
H: -0.08 2.83 0.74
H: -0.75 2.46 -0.84
H: 0.95 2.07 -0.48
H: -1.76 0.39 -1.01

Results
Spin multiplicity: 1
SMILES: CC(C)[C@@H](C)O
Net charge: 0
HOMO: -10.11 eV



No. 10
Density functional theory data (ωB97M-V/def2-TZVPD) for a structure of composition C5H12O.

Atoms and positions in Å:
C: 2.72 -0.19 0.44
C: 1.47 0.48 -0.10
O: 0.40 -0.43 -0.16
C: -1.36 0.35 -0.20
C: -1.99 -0.45 -1.30
C: -1.57 0.04 1.16
H: 2.98 -1.05 -0.18
H: 2.55 -0.55 1.47
H: 3.57 0.50 0.46
H: 1.21 1.35 0.55
H: 1.66 0.88 -1.11
H: -1.04 1.36 -0.47
H: -3.01 -0.07 -1.46
H: -2.06 -1.50 -1.02
H: -1.44 -0.36 -2.24
H: -1.53 0.86 1.89
H: -0.28 -0.46 0.88
H: -2.27 -0.76 1.40

Results
Spin multiplicity: 1
Net charge: 0
HOMO: -8.30 eV



No. 11
Density functional theory data (ωB97M-V/def2-TZVPD) for the molecule C5H12O.

Atoms and positions in Å:
C: -2.70 0.25 -0.22
C: -1.44 -0.42 0.32
C: -0.16 0.03 -0.38
C: 1.09 -0.56 0.27
C: 2.43 0.06 -0.18
O: 3.17 0.60 0.90
H: -2.86 0.03 -1.28
H: -3.59 -0.07 0.33
H: -2.63 1.34 -0.12
H: -1.54 -1.51 0.26
H: -1.34 -0.18 1.39
H: -0.20 -0.24 -1.45
H: -0.12 1.13 -0.36
H: 1.03 -0.40 1.36
H: 1.09 -1.65 0.13
H: 2.26 0.83 -0.95
H: 3.09 -0.69 -0.63
H: 2.66 1.32 1.29

Results
Spin multiplicity: 1
SMILES: CCCCCO
Net charge: 0
HOMO: -10.23 eV



No. 12
Density functional theory data (ωB97M-V/def2-TZVPD) for a cluster of 2 separate species, C5H12O in total.

Atoms and positions in Å:
C: -0.11 -1.39 -0.96
O: -1.35 -0.84 -1.35
C: -0.26 -1.37 0.51
C: -0.39 0.03 1.03
C: -0.21 1.11 -0.03
C: 1.29 1.48 -0.21
H: 0.10 -2.40 -1.33
H: 0.77 -0.76 -1.23
H: -1.96 -0.02 -0.30
H: -1.09 -1.96 0.89
H: 0.64 -1.84 0.95
H: -1.33 0.28 1.56
H: 0.34 0.09 1.85
H: -0.72 0.83 -0.96
H: -0.67 2.01 0.41
H: 1.87 0.65 -0.62
H: 1.72 1.81 0.73
H: 1.36 2.28 -0.95

Results
Spin multiplicity: 1
Net charge: 0
HOMO: -9.62 eV



No. 13
Density functional theory data (ωB97M-V/def2-TZVPD) for a cluster of 2 separate species, C5H12O2 in total.

Atoms and positions in Å:
C: -2.64 1.45 -0.56
C: -1.45 1.00 0.33
C: 1.47 0.53 0.69
O: 1.62 1.78 -0.06
C: 0.62 -0.53 -0.03
C: -0.73 -0.33 -0.09
H: -2.98 0.58 -1.31
H: -2.29 2.38 -1.15
H: -3.54 1.64 0.18
H: -1.80 0.68 1.37
H: -0.69 1.73 0.36
H: 2.47 0.16 0.86
H: 0.99 0.86 1.65
H: 2.39 2.20 0.42
H: 1.16 -0.98 -1.02
H: -1.19 -1.12 -0.68
H: 1.69 -3.80 -0.22
H: 0.73 -2.89 0.34
O: 0.81 -3.55 -0.30

Results
Spin multiplicity: 1
SMILES: CC/C=C\CO.O
Net charge: 0
HOMO: -9.26 eV



No. 14
Density functional theory data (ωB97M-V/def2-TZVPD) for a cluster of 3 separate species, C5H12O2 in total.

Atoms and positions in Å:
C: 1.06 -1.46 -1.22
C: 0.18 -1.18 -0.06
C: 0.57 -1.13 1.23
C: -2.12 -1.86 0.32
C: -1.30 -1.04 -0.34
H: 2.07 -1.10 -0.99
H: 1.18 -2.53 -1.42
H: 0.75 -1.00 -2.16
H: 1.62 -1.14 1.48
H: -0.24 -0.91 1.90
H: -1.98 -2.64 1.06
H: -3.16 -1.76 0.00
H: -1.56 -0.23 -1.00
H: 0.81 1.36 -1.60
H: 0.01 1.47 -0.39
O: -0.06 1.65 -1.33
H: 1.34 4.08 1.59
H: 0.35 5.11 1.73
O: 0.48 4.31 1.22

Results
Spin multiplicity: 1
SMILES: C=CC(=C)C.O.O
Net charge: 0
HOMO: -9.07 eV



No. 15
Density functional theory data (ωB97M-V/def2-TZVPD) for a cluster of 2 separate species, C5H12O2 in total.

Atoms and positions in Å:
C: 2.45 -1.46 0.68
C: 1.76 -0.22 1.16
C: 0.65 0.34 0.67
O: 0.21 1.51 1.23
C: -0.16 -0.16 -0.50
C: -1.66 -0.26 -0.22
O: -2.17 1.06 -0.02
H: 3.47 -1.23 0.33
H: 2.56 -2.20 1.48
H: 1.93 -1.96 -0.15
H: -1.76 1.95 -3.02
H: 2.22 0.30 1.99
H: 0.19 -1.14 -0.82
H: -0.69 1.69 0.89
H: -0.03 0.53 -1.35
H: -1.92 1.86 -2.29
H: -1.83 -0.88 0.67
H: -2.16 -0.73 -1.07
H: -3.06 1.00 0.36

Results
Spin multiplicity: 1
SMILES: C/C=C(/O)CCO.[H][H]
Net charge: 0
HOMO: -8.12 eV



No. 16
Density functional theory data (ωB97M-V/def2-TZVPD) for a cluster of 2 separate species, C5H12O2 in total.

Atoms and positions in Å:
C: 2.20 -0.09 0.72
C: 0.95 0.80 0.73
C: -0.38 0.09 0.63
O: -0.62 -0.85 1.61
C: -1.38 0.33 -0.22
C: -1.38 1.14 -1.49
O: -0.92 -2.34 -1.10
H: 2.15 -0.91 1.45
H: 2.38 -0.54 -0.27
H: 3.08 0.51 0.97
H: 0.92 1.35 1.68
H: 1.02 1.55 -0.06
H: -0.38 -1.54 -1.07
H: 0.17 -0.98 2.14
H: -2.31 -0.20 0.00
H: -0.39 1.24 -1.93
H: -2.01 0.63 -2.23
H: -1.80 2.14 -1.34
H: -1.31 -2.32 -0.22

Results
Spin multiplicity: 1
SMILES: C/C=C(/O)CC.O
Net charge: 0
HOMO: -8.65 eV



No. 17
Density functional theory data (ωB97M-V/def2-TZVPD) for the molecule C5H12O2.

Atoms and positions in Å:
C: 2.30 0.29 1.37
C: 0.83 0.53 1.10
C: 0.36 -0.13 -0.21
O: 0.57 -1.53 -0.21
C: -1.10 0.22 -0.47
C: -1.63 -0.08 -1.88
O: -1.86 -0.44 0.53
H: 2.51 -0.78 1.40
H: 2.92 0.73 0.57
H: 2.61 0.74 2.32
H: 0.21 0.14 1.92
H: 0.62 1.60 1.03
H: 0.96 0.26 -1.04
H: -0.08 -1.88 0.43
H: -1.17 1.31 -0.34
H: -2.10 -1.06 -1.95
H: -2.36 0.69 -2.14
H: -0.83 -0.04 -2.62
H: -2.75 -0.58 0.18

Results
Spin multiplicity: 1
SMILES: CC[C@@H](O)[C@@H](C)O
Net charge: 0
HOMO: -10.01 eV



No. 18
Density functional theory data (ωB97M-V/def2-TZVPD) for the molecule C5H12O2.

Atoms and positions in Å:
C: -1.55 -1.96 -0.21
C: -0.78 -0.84 0.50
C: -0.14 0.13 -0.48
O: -1.13 0.79 -1.27
C: 0.76 1.19 0.17
C: 2.04 0.62 0.76
O: 1.14 2.13 -0.82
H: -2.26 -1.54 -0.93
H: -0.87 -2.61 -0.76
H: -2.10 -2.58 0.50
H: -1.46 -0.28 1.16
H: -0.01 -1.27 1.15
H: 0.47 -0.42 -1.21
H: -1.82 1.11 -0.67
H: 0.18 1.69 0.97
H: 2.56 0.00 0.01
H: 2.70 1.44 1.04
H: 1.84 0.01 1.65
H: 0.36 2.22 -1.39

Results
Spin multiplicity: 1
SMILES: CC[C@@H](O)[C@@H](C)O
Net charge: 0
HOMO: -9.98 eV



No. 19
Density functional theory data (ωB97M-V/def2-TZVPD) for a cluster of 2 separate species, C5H12O2 in total.

Atoms and positions in Å:
C: 2.15 0.04 0.94
C: 0.89 0.75 1.44
C: 0.04 1.35 0.36
O: -0.22 -1.81 -0.74
C: -1.23 1.06 0.10
C: -0.81 -1.36 -1.94
O: -1.90 0.05 0.76
H: 1.89 -0.86 0.39
H: 2.73 0.69 0.27
H: 2.80 -0.22 1.78
H: 0.29 0.06 2.04
H: 1.18 1.57 2.12
H: 0.49 2.12 -0.27
H: -0.73 -1.42 -0.01
H: -1.80 1.57 -0.67
H: -1.81 -1.79 -2.10
H: -0.90 -0.26 -1.98
H: -0.17 -1.67 -2.76
H: -2.80 -0.02 0.41

Results
Spin multiplicity: 1
SMILES: CC/C=C\O.CO
Net charge: 0
HOMO: -8.93 eV



No. 20
Density functional theory data (ωB97M-V/def2-TZVPD) for a structure of composition C5H12O2.

Atoms and positions in Å:
C: 2.45 0.84 -1.70
C: 1.77 0.07 -0.60
O: 0.80 0.93 -0.06
C: -0.68 -0.52 1.01
C: -2.09 -0.43 1.45
O: -2.69 -0.76 0.20
C: -1.75 -0.06 -0.56
H: 2.81 1.78 -1.28
H: 1.70 1.08 -2.46
H: 3.27 0.30 -2.16
H: 2.47 -0.20 0.21
H: 1.34 -0.88 -0.97
H: -0.32 -1.50 0.69
H: 0.06 -0.11 1.73
H: -2.40 -1.09 2.26
H: -2.30 0.62 1.71
H: -0.07 0.63 -0.39
H: -2.05 1.01 -0.68
H: -1.69 -0.49 -1.58

Results
Spin multiplicity: 1
Net charge: 0
HOMO: -9.19 eV



Relative energy (zero: lowest compared OMol25 entry of this formula, charge and spin): 42.9 42.9 467.2 82.3 80.9 134.5 72.4 322.7 24.6 323.8 42.7 415.3 334.2 227.5 197.5 113.8 62.7 49.5 162.2 464.2 (kJ/mol)
Gap between HOMO and LUMO: 10.78 10.65 8.28 9.57 10.85 9.20 10.75 9.18 11.11 9.44 11.28 9.69 10.02 9.74 8.77 9.35 10.84 10.87 9.51 10.09 (eV)